{
  "formula": "C2H39NO16S",
  "method": "ωB97M-V with the def2-TZVPD basis set",
  "elements": ["C", "C", "S", "N", "H", "H", "H", "H", "H", "H", "H", "H", "H", "O", "H", "H", "O", "H", "H", "O", "H", "H", "O", "H", "H", "O", "H", "H", "O", "H", "H", "O", "H", "H", "O", "H", "H", "O", "H", "H", "O", "H", "H", "O", "H", "H", "O", "H", "H", "O", "H", "H", "O", "H", "H", "O", "H", "H", "O"],
  "xyz": [[0.705, 1.483, 0.586], [1.018, 1.074, -0.832], [1.323, 2.560, -1.837], [0.529, 0.275, 1.417], [1.502, 2.131, 0.975], [-0.236, 2.048, 0.598], [1.872, 0.403, -0.895], [0.196, 0.494, -1.261], [1.020, 2.051, -3.017], [1.430, -0.116, 1.648], [0.011, 0.543, 2.244], [-1.428, 4.328, -1.985], [-0.235, 3.433, -1.649], [-0.965, 3.928, -1.247], [0.465, 2.293, 3.477], [1.354, 3.536, 3.406], [1.416, 2.584, 3.559], [-2.600, -0.440, 0.113], [-3.038, 1.074, 0.238], [-3.369, 0.173, 0.029], [-3.845, -0.242, -1.575], [-4.053, 0.392, -3.027], [-4.039, -0.428, -2.526], [1.707, -3.140, 0.825], [0.371, -3.079, 1.568], [1.005, -3.711, 1.198], [-1.233, -2.126, -0.332], [-0.508, -1.001, 0.615], [-1.327, -1.543, 0.474], [4.040, 0.849, -0.588], [3.954, 0.585, 0.935], [4.114, 0.151, 0.060], [-3.250, -0.406, 2.934], [-1.952, -1.180, 3.077], [-2.482, -0.498, 3.524], [3.393, -1.378, -0.015], [3.747, -2.845, 0.205], [2.993, -2.289, -0.043], [-3.095, 3.248, 0.928], [-1.845, 3.092, -0.037], [-2.379, 2.660, 0.674], [4.146, 1.026, 3.176], [2.700, 1.644, 2.872], [3.457, 1.104, 2.518], [2.246, -2.697, -1.523], [2.342, -2.797, -3.110], [1.753, -2.942, -2.365], [-1.630, 0.965, 3.291], [-1.533, 2.137, 2.223], [-1.156, 1.815, 3.088], [-1.970, -2.746, -2.946], [-2.961, -1.592, -3.292], [-2.294, -2.203, -3.685], [-0.777, -1.322, -3.825], [0.622, -1.743, -3.198], [0.146, -1.003, -3.639], [0.096, -3.223, -1.828], [-0.685, -4.051, -0.774], [-0.793, -3.338, -1.424]],
  "largest_force_ev_per_a": 1.94,
  "homo_energy_ev": -9.934,
  "gap_ha": 0.368,
  "e_lumo_ha": 0.00249
}

=====

{
  "formula": "C23H45NO7SbSn",
  "method": "ωB97M-V with the def2-TZVPD basis set",
  "elements": ["Sn", "C", "C", "O", "C", "C", "O", "C", "C", "O", "C", "C", "O", "C", "C", "O", "H", "H", "H", "H", "H", "H", "H", "H", "H", "H", "H", "H", "H", "H", "H", "H", "H", "H", "H", "H", "O", "C", "C", "C", "C", "O", "N", "H", "H", "H", "H", "C", "C", "C", "Sb", "C", "C", "C", "C", "C", "C", "H", "H", "H", "H", "H", "H", "H", "H", "H", "H", "H", "H", "H", "H", "H", "H", "H", "H", "H", "H", "H"],
  "xyz": [[0.137, -1.656, 1.329], [0.992, -4.429, -0.919], [1.946, -4.668, 0.232], [1.844, -3.626, 1.221], [2.250, -4.078, 2.554], [2.841, -2.903, 3.269], [2.079, -1.727, 3.031], [2.698, -0.608, 3.612], [1.931, 0.679, 3.237], [1.401, 0.613, 1.866], [2.242, 1.300, 0.899], [2.961, 0.270, 0.089], [1.943, -0.573, -0.503], [2.490, -1.485, -1.478], [1.361, -2.247, -2.128], [0.627, -3.040, -1.144], [0.053, -4.980, -0.723], [1.424, -4.890, -1.807], [2.964, -4.743, -0.163], [1.669, -5.612, 0.719], [2.941, -4.881, 2.428], [1.396, -4.499, 3.063], [3.883, -2.714, 2.913], [2.803, -3.152, 4.387], [3.752, -0.472, 3.255], [2.669, -0.686, 4.712], [2.585, 1.574, 3.393], [1.061, 0.824, 3.847], [2.902, 2.001, 1.443], [1.550, 1.830, 0.267], [3.632, -0.342, 0.738], [3.595, 0.729, -0.662], [3.262, -2.184, -1.043], [3.026, -0.951, -2.239], [1.766, -2.871, -2.930], [0.579, -1.566, -2.535], [-0.862, -0.319, 3.509], [-1.003, -1.445, 4.016], [-1.402, -1.764, 5.445], [-1.518, -3.345, 5.430], [-0.816, -3.698, 4.107], [-0.350, -4.808, 3.790], [-0.744, -2.564, 3.296], [-2.347, -1.278, 5.782], [-0.534, -1.522, 6.093], [-2.576, -3.700, 5.376], [-0.991, -3.840, 6.242], [0.467, 3.033, -4.860], [-1.011, 2.580, -4.554], [-2.082, 3.322, -5.368], [-1.280, 2.671, -2.333], [-2.291, 4.567, -1.450], [-2.974, 5.339, -2.556], [-1.040, 5.238, -0.833], [-2.638, 0.972, -1.918], [-3.605, 0.708, -3.029], [-3.278, 1.241, -0.531], [0.705, 2.709, -5.879], [1.139, 2.576, -4.126], [0.620, 4.123, -4.785], [-1.036, 1.488, -4.708], [-2.254, 4.350, -5.077], [-3.066, 2.808, -5.339], [-1.736, 3.361, -6.438], [-2.993, 4.308, -0.627], [-2.267, 5.560, -3.364], [-3.380, 6.268, -2.273], [-3.800, 4.733, -2.996], [-0.174, 5.429, -1.490], [-0.767, 4.637, 0.027], [-1.332, 6.213, -0.431], [-1.965, 0.078, -1.836], [-4.345, 1.493, -3.127], [-4.151, -0.219, -2.844], [-3.107, 0.662, -4.004], [-4.013, 2.057, -0.510], [-2.560, 1.390, 0.238], [-3.897, 0.345, -0.297]],
  "largest_force_ev_per_a": 3.38,
  "homo_energy_ev": [-16.734, -16.549],
  "total_charge": 3,
  "gap_ha": [0.244, 0.137],
  "e_lumo_ha": [-0.37138, -0.47076]
}

=====

{
  "formula": "C7H16INSi",
  "method": "ωB97M-V with the def2-TZVPD basis set",
  "elements": ["C", "N", "Si", "C", "C", "C", "C", "C", "C", "H", "H", "H", "H", "H", "H", "H", "H", "H", "H", "H", "H", "H", "H", "H", "I", "H"],
  "xyz": [[-1.625, 2.252, 1.630], [-1.573, 1.834, 0.476], [-0.346, 2.091, -0.808], [0.075, 0.482, -1.541], [0.821, -0.700, -0.972], [2.024, -0.157, -0.137], [2.407, -1.345, 0.784], [0.995, -1.936, 1.105], [0.077, -1.625, -0.056], [-0.744, 2.657, 2.121], [-2.571, 2.392, 2.159], [0.999, 2.693, -0.447], [-1.048, 3.177, -1.578], [-0.821, 0.071, -2.028], [0.577, 0.887, -2.458], [1.182, -1.401, -1.793], [1.675, 0.650, 0.419], [2.895, 0.105, -0.914], [2.807, -0.966, 1.694], [3.083, -2.097, 0.204], [1.206, -3.013, 1.195], [0.636, -1.576, 2.139], [-0.482, -2.417, -0.522], [-0.733, -1.018, 0.463], [-6.280, -0.752, -0.031], [-5.236, -0.287, -1.103]],
  "largest_force_ev_per_a": 4.77,
  "homo_energy_ev": -9.061,
  "smiles": "C=N[SiH2]CC1CCCC1.I",
  "gap_ha": 0.358,
  "relative_energy_ev": 0.0000,
  "e_lumo_ha": 0.02527
}

=====

{
  "formula": "C15H30I2O3",
  "method": "ωB97M-V with the def2-TZVPD basis set",
  "elements": ["C", "C", "C", "C", "C", "O", "C", "O", "O", "C", "I", "C", "C", "I", "H", "H", "H", "H", "H", "H", "H", "H", "H", "H", "H", "H", "H", "H", "H", "H", "C", "C", "C", "C", "C", "C", "H", "H", "H", "H", "H", "H", "H", "H", "H", "H", "H", "H", "H", "H"],
  "xyz": [[-0.455, -2.499, 0.682], [0.512, -2.858, -0.600], [0.220, -1.975, -1.950], [0.288, -0.342, -1.727], [0.770, 0.412, -3.131], [2.231, 0.538, -3.044], [2.927, -0.170, -4.127], [2.591, -1.347, -4.661], [4.157, 0.474, -4.662], [5.368, -0.072, -4.020], [6.019, -2.016, -4.862], [5.307, -0.144, -2.382], [6.823, 0.202, -1.767], [4.734, -2.090, -1.558], [0.161, -2.818, 1.653], [-1.395, -3.217, 0.661], [-0.736, -1.365, 0.777], [0.316, -3.991, -0.884], [1.648, -2.744, -0.276], [-0.822, -2.198, -2.462], [1.068, -2.245, -2.731], [1.072, -0.167, -0.853], [-0.716, 0.140, -1.367], [0.323, 1.512, -3.054], [0.368, -0.103, -4.101], [6.250, 0.686, -4.288], [4.593, 0.675, -1.942], [6.628, 0.693, -0.719], [7.346, 1.031, -2.429], [7.412, -0.814, -1.726], [-5.500, 1.937, 4.681], [-4.678, 2.552, 3.561], [-4.590, 1.666, 2.317], [-3.902, 0.311, 2.523], [-2.470, 0.378, 3.060], [-1.509, 1.094, 2.125], [-5.056, 1.007, 5.046], [-5.562, 2.631, 5.527], [-6.522, 1.726, 4.345], [-3.676, 2.795, 3.932], [-5.139, 3.506, 3.275], [-4.073, 2.222, 1.526], [-5.604, 1.483, 1.939], [-3.896, -0.222, 1.566], [-4.503, -0.303, 3.205], [-2.108, -0.646, 3.213], [-2.451, 0.858, 4.043], [-1.481, 0.604, 1.146], [-0.496, 1.077, 2.540], [-1.790, 2.141, 1.980]],
  "largest_force_ev_per_a": 8.74,
  "homo_energy_ev": -8.899,
  "gap_ha": 0.326,
  "e_lumo_ha": -0.00123
}

=====

{
  "formula": "C15H38N8O9",
  "method": "ωB97M-V with the def2-TZVPD basis set",
  "elements": ["C", "N", "O", "O", "H", "H", "H", "C", "C", "N", "O", "H", "H", "H", "H", "H", "C", "C", "N", "O", "H", "H", "H", "H", "H", "C", "C", "N", "O", "H", "H", "H", "H", "H", "C", "C", "N", "O", "H", "H", "H", "H", "H", "C", "C", "N", "O", "H", "H", "H", "H", "H", "C", "C", "N", "O", "H", "H", "H", "H", "H", "C", "C", "N", "O", "H", "H", "H", "H", "H"],
  "xyz": [[5.087, -0.917, -0.862], [4.052, -1.848, -0.372], [4.011, -2.103, 0.773], [3.294, -2.295, -1.250], [4.780, 0.057, -0.452], [5.123, -1.013, -1.912], [5.995, -1.306, -0.384], [-2.411, 2.556, 3.005], [-0.991, 2.082, 3.344], [-0.951, 1.252, 4.377], [-0.074, 2.452, 2.641], [-2.754, 3.212, 3.799], [-2.977, 1.659, 3.089], [-2.395, 3.105, 2.039], [-1.766, 0.957, 4.980], [-0.006, 0.878, 4.541], [3.336, 4.035, -0.866], [2.774, 2.964, 0.045], [1.438, 3.101, 0.343], [3.473, 2.134, 0.588], [2.890, 3.847, -1.901], [4.431, 3.792, -1.032], [3.161, 5.118, -0.634], [0.980, 2.772, 1.227], [0.849, 3.745, -0.184], [-2.205, -3.953, -0.582], [-2.382, -3.975, -2.023], [-3.270, -3.027, -2.491], [-1.799, -4.778, -2.758], [-2.072, -4.985, -0.153], [-2.951, -3.493, 0.053], [-1.240, -3.463, -0.419], [-3.201, -2.852, -3.493], [-3.862, -2.378, -1.987], [4.324, 0.340, 4.256], [2.952, 0.924, 4.221], [2.806, 2.168, 3.610], [1.982, 0.389, 4.770], [4.387, -0.428, 3.484], [4.548, -0.113, 5.198], [5.048, 1.074, 3.769], [3.452, 2.381, 2.868], [1.764, 2.265, 3.328], [-6.010, 0.811, -2.628], [-4.765, 1.118, -1.866], [-4.602, 0.500, -0.675], [-3.910, 1.716, -2.451], [-6.096, -0.266, -2.784], [-5.839, 1.364, -3.553], [-6.916, 1.212, -2.244], [-5.460, 0.184, -0.259], [-3.747, 0.520, -0.095], [-0.138, -2.218, -4.396], [0.642, -1.949, -3.157], [0.879, -3.035, -2.418], [0.831, -0.804, -2.749], [-0.273, -3.324, -4.464], [0.412, -1.715, -5.245], [-1.111, -1.669, -4.403], [1.414, -2.948, -1.559], [0.687, -3.921, -2.796], [0.081, -0.368, 0.983], [-1.228, -0.052, 0.264], [-1.162, -0.002, -1.087], [-2.277, 0.207, 0.879], [-0.041, -0.497, 2.079], [0.743, 0.429, 0.713], [0.612, -1.215, 0.505], [-0.323, -0.401, -1.566], [-2.033, -0.010, -1.623]],
  "largest_force_ev_per_a": 3.68,
  "homo_energy_ev": -9.440,
  "smiles": "C[N+](=O)[O-].CC(N)=O.CC(N)=O.CC(N)=O.CC(N)=O.CC(N)=O.CC(N)=O.CC(N)=O",
  "gap_ha": 0.358,
  "e_lumo_ha": 0.01086
}

=====

{
  "formula": "C23H40ClIrN5S",
  "method": "ωB97M-V with the def2-TZVPD basis set",
  "elements": ["Ir", "Cl", "C", "C", "N", "H", "N", "H", "C", "C", "C", "H", "H", "H", "H", "H", "H", "C", "H", "H", "H", "C", "C", "H", "H", "C", "H", "C", "H", "H", "H", "H", "H", "C", "H", "C", "N", "H", "N", "H", "C", "C", "C", "H", "H", "H", "H", "H", "H", "C", "H", "H", "H", "C", "C", "H", "H", "C", "H", "C", "H", "H", "H", "H", "H", "C", "H", "C", "S", "C", "N"],
  "xyz": [[-1.318, 0.295, 0.785], [0.362, -0.736, -0.490], [-4.723, -1.474, 2.114], [-2.679, -0.721, 1.656], [-3.923, -0.935, 1.146], [-4.212, -2.096, 4.159], [-2.669, -1.308, 2.889], [-5.778, -1.631, 1.981], [-4.226, -0.547, -0.242], [-5.593, -1.051, -0.645], [-4.130, 0.965, -0.299], [-6.392, -0.624, -0.033], [-5.758, -0.736, -1.682], [-5.635, -2.146, -0.617], [-3.424, -0.875, -2.188], [-3.129, -2.231, -1.042], [-3.132, 1.355, 0.034], [-3.174, -1.146, -1.153], [-4.890, 1.403, 0.355], [-4.289, 1.279, -1.341], [-2.142, -0.769, -0.968], [-3.940, -1.704, 3.202], [-1.062, 0.013, 4.105], [-1.838, 0.417, 4.767], [-0.101, -0.033, 4.637], [-1.438, -1.398, 3.679], [0.570, -2.089, 3.435], [-1.650, -2.304, 4.875], [-1.937, -3.316, 4.565], [-0.956, 0.702, 3.240], [-0.058, -1.324, 1.962], [-2.381, -1.896, 5.579], [-0.689, -2.378, 5.400], [-0.333, -1.976, 2.816], [-0.623, -2.945, 2.397], [3.772, 0.659, -3.288], [2.693, 1.446, -2.872], [5.349, -0.287, -2.078], [3.950, 1.015, -1.094], [3.777, 0.242, -4.277], [1.412, 1.460, -3.717], [1.577, 2.375, -4.924], [1.122, 0.015, -4.132], [2.266, 1.957, -5.665], [0.599, 2.501, -5.419], [1.905, 3.369, -4.596], [-0.649, 1.970, -3.588], [0.346, 3.012, -2.583], [1.088, -0.646, -3.258], [0.230, 1.985, -2.931], [1.869, -0.358, -4.835], [0.150, -0.055, -4.635], [-0.033, 1.327, -2.101], [4.528, 0.395, -2.205], [4.081, -1.079, 0.212], [4.837, -1.514, -0.448], [4.209, -1.510, 1.211], [4.225, 0.442, 0.298], [3.498, 0.564, 2.291], [5.616, 0.853, 0.763], [5.742, 1.944, 0.684], [3.090, -1.352, -0.175], [2.215, 0.652, 1.103], [6.406, 0.328, 0.212], [5.705, 0.584, 1.828], [3.237, 0.980, 1.306], [3.259, 2.070, 1.391], [2.878, 1.693, -1.553], [-0.469, 2.354, 0.821], [0.872, 2.237, -0.114], [1.938, 2.333, -0.712]],
  "largest_force_ev_per_a": 5.46,
  "homo_energy_ev": [2.300, -2.295],
  "total_charge": -2,
  "gap_ha": [0.068, 0.246],
  "relative_energy_ev": 0.4003,
  "e_lumo_ha": [0.15231, 0.16149],
  "multiplicity": 6
}

=====

{
  "formula": "C2H12N4",
  "method": "ωB97M-V with the def2-TZVPD basis set",
  "elements": ["C", "N", "N", "H", "H", "H", "H", "H", "H", "N", "C", "N", "H", "H", "H", "H", "H", "H"],
  "xyz": [[1.805, 0.428, -0.294], [1.187, -0.867, -0.556], [1.872, -1.977, 0.005], [1.815, 0.606, 0.781], [1.188, 1.204, -0.748], [2.842, 0.480, -0.659], [1.131, -1.028, -1.559], [1.686, -1.990, 1.006], [2.883, -1.902, -0.129], [-1.826, -0.489, 0.161], [-1.893, 0.860, 0.762], [-1.828, 1.732, -0.389], [-0.863, -0.750, -0.060], [-2.150, -1.189, 0.822], [-2.856, 0.976, 1.272], [-1.026, 1.063, 1.414], [-1.224, 1.041, -1.002], [-2.742, 1.802, -0.827]],
  "largest_force_ev_per_a": 3.17,
  "homo_energy_ev": -8.905,
  "smiles": "CNN.NCN",
  "gap_ha": 0.363,
  "relative_energy_ev": 1.4554,
  "e_lumo_ha": 0.03540
}

=====

{
  "formula": "C20H21ClN6O4",
  "method": "ωB97M-V with the def2-TZVPD basis set",
  "elements": ["C", "O", "C", "C", "C", "C", "N", "C", "O", "C", "N", "N", "N", "C", "C", "O", "N", "C", "C", "C", "C", "C", "C", "C", "O", "C", "C", "N", "C", "C", "Cl", "H", "H", "H", "H", "H", "H", "H", "H", "H", "H", "H", "H", "H", "H", "H", "H", "H", "H", "H", "H", "H"],
  "xyz": [[-4.064, 5.928, 0.557], [-2.719, 6.085, 0.161], [-1.770, 5.145, 0.396], [-0.507, 5.505, -0.095], [0.602, 4.703, 0.034], [0.485, 3.473, 0.677], [1.556, 2.595, 0.863], [2.811, 2.691, 0.379], [3.270, 3.584, -0.297], [3.684, 1.493, 0.818], [3.016, 0.238, 0.646], [1.940, -0.086, 1.412], [1.505, -1.230, 1.059], [2.263, -1.711, 0.054], [2.083, -2.970, -0.671], [2.796, -3.250, -1.630], [1.108, -3.754, -0.187], [0.708, -4.998, -0.801], [-0.673, -4.902, -1.398], [-0.883, -5.041, -2.757], [-2.156, -4.949, -3.296], [-3.231, -4.710, -2.462], [-3.044, -4.561, -1.098], [-1.769, -4.653, -0.556], [-1.479, -4.516, 0.773], [-2.533, -4.276, 1.673], [3.249, -0.757, -0.238], [4.261, -0.849, -1.126], [-0.755, 3.093, 1.171], [-1.869, 3.909, 1.038], [-3.338, 3.266, 1.721], [-4.532, 5.066, 0.077], [-4.560, 6.838, 0.220], [-4.162, 5.847, 1.642], [-0.436, 6.460, -0.589], [1.554, 5.017, -0.360], [1.335, 1.733, 1.368], [4.612, 1.502, 0.243], [3.924, 1.625, 1.879], [0.548, -3.409, 0.578], [0.724, -5.787, -0.040], [1.445, -5.221, -1.575], [-0.036, -5.223, -3.401], [-2.305, -5.061, -4.359], [-4.229, -4.636, -2.869], [-3.899, -4.373, -0.468], [-2.068, -4.210, 2.656], [-3.259, -5.095, 1.672], [-3.043, -3.334, 1.452], [4.640, -0.009, -1.530], [4.146, -1.650, -1.741], [-0.865, 2.142, 1.671]],
  "largest_force_ev_per_a": 1.24,
  "homo_energy_ev": -8.095,
  "smiles": "COc1ccc(NC(=O)Cn2nnc(C(=O)NCc3ccccc3OC)c2N)cc1Cl",
  "gap_ha": 0.318,
  "e_lumo_ha": 0.02066
}

=====

What is the formula in the seventh record?
C2H12N4